Record 1
ORCA calculation (ωB97M-V/def2-TZVPD) on a structure of composition C21H42INO12PS6 in a non-equilibrium geometry.

Cartesian coordinates (Å):
O1 -1.350 1.829 -0.320
C1 -0.305 2.566 -0.900
C2 0.969 2.353 -0.072
O2 0.852 3.166 1.089
C3 2.086 3.475 1.645
O3 1.806 3.950 2.961
C4 2.542 5.059 3.320
S1 1.528 6.632 3.331
N1 2.343 7.747 2.265
C5 2.293 7.277 1.111
S2 2.259 7.025 -0.413
P1 -0.478 6.183 2.495
O4 -1.300 7.597 2.595
I1 -1.508 4.720 4.148
H1 -2.184 2.032 -0.755
H2 -0.554 3.640 -0.767
H3 -0.156 2.378 -1.974
H4 1.880 2.534 -0.662
H5 0.970 1.277 0.179
H6 2.707 2.562 1.718
H7 2.651 4.203 1.038
H8 2.883 4.905 4.349
H9 3.448 5.252 2.712
H10 -1.306 8.008 1.717
C6 -2.438 -3.628 -1.256
C7 -2.000 -3.308 -2.691
C8 -2.281 -1.819 -2.932
S3 -2.171 -1.021 -1.327
O5 -3.479 -0.510 -0.972
O6 -1.003 -0.181 -1.285
C9 -1.867 -2.510 -0.388
H11 -2.082 -4.605 -0.933
H12 -3.529 -3.629 -1.194
H13 -0.934 -3.504 -2.799
H14 -2.518 -3.926 -3.415
H15 -1.551 -1.371 -3.602
H16 -3.287 -1.658 -3.318
H17 -2.345 -2.435 0.587
H18 -0.789 -2.615 -0.271
C10 -2.184 -7.381 -6.824
C11 -2.326 -6.202 -7.795
C12 -1.811 -4.950 -7.074
S4 -0.590 -5.521 -5.887
O7 -1.083 -5.258 -4.555
O8 0.721 -5.097 -6.305
C13 -0.783 -7.265 -6.232
H19 -2.328 -8.337 -7.325
H20 -2.933 -7.299 -6.032
H21 -1.722 -6.389 -8.685
H22 -3.357 -6.070 -8.122
H23 -1.340 -4.251 -7.761
H24 -2.606 -4.449 -6.523
H25 -0.653 -7.837 -5.316
H26 -0.023 -7.544 -6.961
C14 -4.427 -2.545 4.180
C15 -5.507 -2.002 3.236
C16 -5.578 -2.943 2.028
S5 -5.055 -4.557 2.621
O9 -3.815 -4.906 1.970
O10 -6.185 -5.447 2.637
C17 -4.689 -4.043 4.294
H27 -4.458 -2.059 5.154
H28 -3.438 -2.371 3.747
H29 -6.470 -1.993 3.753
H30 -5.295 -0.980 2.923
H31 -6.588 -3.019 1.632
H32 -4.892 -2.635 1.240
H33 -3.837 -4.603 4.673
H34 -5.571 -4.244 4.902
C18 8.123 5.623 3.743
C19 8.456 4.324 2.998
C20 7.174 3.484 2.945
S6 5.813 4.649 2.984
O11 5.081 4.458 4.215
O12 5.146 4.664 1.697
C21 6.812 6.121 3.142
H35 8.914 6.363 3.641
H36 7.990 5.414 4.807
H37 8.784 4.560 1.984
H38 9.263 3.777 3.483
H39 7.113 2.894 2.033
H40 7.083 2.834 3.814
H41 6.300 6.850 3.767
H42 6.965 6.526 2.141

Properties
F_max   2.67 eV/Å
2S+1   1
LUMO energy   -4.19 eV
Charge   +1
HOMO energy   -10.9786 eV

These are the Löwdin partial charges, in e, on atoms 1 to 4:
1. O -0.103
2. C -0.240
3. C -0.172
4. O -0.115

Record 2
ORCA calculation (ωB97M-V/def2-TZVPD) on a cluster of 2 separate species, C4H10O2 in total in a non-equilibrium geometry.

Cartesian coordinates (Å):
O1 -1.084 0.908 -2.201
C1 -0.292 0.130 -1.724
C2 -0.302 -0.345 -0.309
C3 1.011 -0.919 0.194
C4 0.976 -1.361 1.645
H1 0.609 -0.243 -2.372
H2 -0.529 0.489 0.228
H3 -1.155 -0.996 -0.189
H4 1.142 -1.690 -0.534
H5 1.704 -0.232 0.041
H6 1.991 -1.719 1.981
H7 0.249 -2.169 1.810
H8 0.698 -0.473 2.283
H9 -1.504 2.376 -0.839
H10 -2.040 3.488 -0.074
O2 -1.474 2.756 0.060

Properties
F_max   4.64 eV/Å
2S+1   1
LUMO energy   0.99 eV
Structure (SMILES)   CCCC=O.O
HOMO energy   -10.1024 eV

These are the natural (NBO) partial charges, in e, on atoms 1 to 4:
1. O -0.556
2. C 0.483
3. C -0.524
4. C -0.386

Record 3
ORCA calculation (ωB97M-V/def2-TZVPD) on a cluster of 2 separate species, C4H12 in total in a non-equilibrium geometry.

Cartesian coordinates (Å):
C1 -0.489 -0.629 1.965
C2 0.957 -1.095 2.128
H1 -0.550 -0.026 1.062
H2 -1.199 -1.453 2.044
H3 -0.859 0.039 2.753
H4 1.652 -0.581 1.461
H5 1.117 -2.147 1.887
H6 1.352 -0.912 3.132
C3 -1.029 0.949 -2.112
C4 0.494 0.804 -1.982
H7 -1.214 0.770 -3.182
H8 -1.570 0.057 -1.757
H9 -1.396 1.807 -1.565
H10 0.934 -0.130 -2.333
H11 0.863 0.915 -0.957
H12 0.935 1.634 -2.545

Properties
F_max   2.48 eV/Å
2S+1   2
LUMO energy (spin up / spin down)   4.32 / 4.40 eV
Charge   -1
HOMO energy (spin up / spin down)   1.5566 / -7.4291 eV

These are the natural (NBO) partial charges, in e, on atoms 1 to 4:
1. C -0.772
2. C -0.724
3. H 0.215
4. H 0.192

Record 4
ORCA calculation (ωB97M-V/def2-TZVPD) on a structure of composition C28H19F2N4PW in a non-equilibrium geometry.

Cartesian coordinates (Å):
W1 0.123 -0.394 -0.594
F1 4.778 -1.706 1.925
C1 4.113 -0.827 1.191
C2 2.773 -1.063 0.912
C3 2.085 -0.141 0.135
C4 2.724 1.020 -0.350
C5 4.067 1.197 -0.036
F2 4.729 2.263 -0.489
C6 4.778 0.291 0.730
C7 1.925 1.909 -1.204
C8 2.291 3.159 -1.686
C9 1.409 3.873 -2.478
C10 0.162 3.342 -2.790
C11 -0.158 2.109 -2.282
N1 0.697 1.411 -1.510
H1 2.314 -1.960 1.306
H2 5.823 0.455 0.951
H3 3.258 3.565 -1.443
H4 1.695 4.846 -2.854
H5 -0.543 3.869 -3.416
H6 -1.110 1.637 -2.494
C12 -4.130 -0.297 -0.776
P1 -2.436 -0.406 -0.177
C13 -2.227 -1.620 1.133
C14 -3.062 -1.762 2.235
C15 -2.657 -2.551 3.302
C16 -1.413 -3.175 3.293
C17 -0.565 -3.041 2.204
C18 -0.987 -2.273 1.126
C19 -2.031 1.149 0.664
C20 -2.805 2.302 0.715
C21 -2.286 3.453 1.299
C22 -0.993 3.479 1.812
C23 -0.198 2.345 1.748
C24 -0.726 1.201 1.168
H7 -4.784 -0.072 0.068
H8 -4.416 -1.249 -1.221
H9 -4.217 0.485 -1.530
H10 -4.018 -1.254 2.275
H11 -3.311 -2.673 4.155
H12 -1.110 -3.784 4.134
H13 0.380 -3.566 2.173
H14 -0.371 -2.352 0.208
H15 -3.810 2.310 0.315
H16 -2.903 4.340 1.361
H17 -0.612 4.380 2.273
H18 0.805 2.341 2.154
H19 -0.138 0.276 1.325
N2 0.483 -1.610 -2.024
C25 0.752 -2.638 -2.576
C26 1.037 -3.836 -3.080
C27 0.790 -4.893 -2.138
N3 0.558 -5.620 -1.279
C28 1.532 -4.043 -4.399
N4 1.937 -4.202 -5.461

Properties
F_max   1.31 eV/Å
2S+1   3
LUMO energy (spin up / spin down)   -8.68 / -8.18 eV
Charge   +2
HOMO energy (spin up / spin down)   -14.6747 / -14.8275 eV

These are the natural (NBO) partial charges, in e, on atoms 1 to 4:
1. W 1.395
2. F -0.278
3. C 0.452
4. C -0.271

Which value of 2S+1 does entry 1 give?
1

F_max of number 4 (C28H19F2N4PW)?
1.31 eV/Å

Please write out number 4 again, unchanged.
ORCA calculation (ωB97M-V/def2-TZVPD) on a structure of composition C28H19F2N4PW in a non-equilibrium geometry.

Cartesian coordinates (Å):
W1 0.123 -0.394 -0.594
F1 4.778 -1.706 1.925
C1 4.113 -0.827 1.191
C2 2.773 -1.063 0.912
C3 2.085 -0.141 0.135
C4 2.724 1.020 -0.350
C5 4.067 1.197 -0.036
F2 4.729 2.263 -0.489
C6 4.778 0.291 0.730
C7 1.925 1.909 -1.204
C8 2.291 3.159 -1.686
C9 1.409 3.873 -2.478
C10 0.162 3.342 -2.790
C11 -0.158 2.109 -2.282
N1 0.697 1.411 -1.510
H1 2.314 -1.960 1.306
H2 5.823 0.455 0.951
H3 3.258 3.565 -1.443
H4 1.695 4.846 -2.854
H5 -0.543 3.869 -3.416
H6 -1.110 1.637 -2.494
C12 -4.130 -0.297 -0.776
P1 -2.436 -0.406 -0.177
C13 -2.227 -1.620 1.133
C14 -3.062 -1.762 2.235
C15 -2.657 -2.551 3.302
C16 -1.413 -3.175 3.293
C17 -0.565 -3.041 2.204
C18 -0.987 -2.273 1.126
C19 -2.031 1.149 0.664
C20 -2.805 2.302 0.715
C21 -2.286 3.453 1.299
C22 -0.993 3.479 1.812
C23 -0.198 2.345 1.748
C24 -0.726 1.201 1.168
H7 -4.784 -0.072 0.068
H8 -4.416 -1.249 -1.221
H9 -4.217 0.485 -1.530
H10 -4.018 -1.254 2.275
H11 -3.311 -2.673 4.155
H12 -1.110 -3.784 4.134
H13 0.380 -3.566 2.173
H14 -0.371 -2.352 0.208
H15 -3.810 2.310 0.315
H16 -2.903 4.340 1.361
H17 -0.612 4.380 2.273
H18 0.805 2.341 2.154
H19 -0.138 0.276 1.325
N2 0.483 -1.610 -2.024
C25 0.752 -2.638 -2.576
C26 1.037 -3.836 -3.080
C27 0.790 -4.893 -2.138
N3 0.558 -5.620 -1.279
C28 1.532 -4.043 -4.399
N4 1.937 -4.202 -5.461

Properties
F_max   1.31 eV/Å
2S+1   3
LUMO energy (spin up / spin down)   -8.68 / -8.18 eV
Charge   +2
HOMO energy (spin up / spin down)   -14.6747 / -14.8275 eV

These are the natural (NBO) partial charges, in e, on atoms 1 to 4:
1. W 1.395
2. F -0.278
3. C 0.452
4. C -0.271

Copy entry 2 word for word.
ORCA calculation (ωB97M-V/def2-TZVPD) on a cluster of 2 separate species, C4H10O2 in total in a non-equilibrium geometry.

Cartesian coordinates (Å):
O1 -1.084 0.908 -2.201
C1 -0.292 0.130 -1.724
C2 -0.302 -0.345 -0.309
C3 1.011 -0.919 0.194
C4 0.976 -1.361 1.645
H1 0.609 -0.243 -2.372
H2 -0.529 0.489 0.228
H3 -1.155 -0.996 -0.189
H4 1.142 -1.690 -0.534
H5 1.704 -0.232 0.041
H6 1.991 -1.719 1.981
H7 0.249 -2.169 1.810
H8 0.698 -0.473 2.283
H9 -1.504 2.376 -0.839
H10 -2.040 3.488 -0.074
O2 -1.474 2.756 0.060

Properties
F_max   4.64 eV/Å
2S+1   1
LUMO energy   0.99 eV
Structure (SMILES)   CCCC=O.O
HOMO energy   -10.1024 eV

These are the natural (NBO) partial charges, in e, on atoms 1 to 4:
1. O -0.556
2. C 0.483
3. C -0.524
4. C -0.386